i | {"formula": "C5H6S", "method": "ωB97M-V with the def2-TZVPD basis set", "charge": 0, "smiles": "C=C1C=CSC1", "homo_ev": -7.81, "spin_multiplicity": 1, "species": ["C", "C", "C", "C", "C", "H", "H", "H", "H", "H", "H", "S"], "positions_angstrom": [[-1.7304, 0.0083, 0.6094], [-0.4694, 0.0159, 0.0918], [0.0292, 0.9259, -0.9989], [1.7177, -0.7170, -0.0194], [0.6126, -0.8268, 0.7047], [-1.9368, -0.6602, 1.4462], [-2.4484, 0.7246, 0.2974], [-0.0096, 1.9529, -0.6226], [-0.4826, 0.7896, -1.9407], [2.6930, -1.1628, 0.2843], [0.3489, -1.4670, 1.5252], [1.6756, 0.4166, -1.3775]], "mulliken_charge": [-1.01, 0.78, -0.46, -0.28, -0.71, 0.24, 0.31, 0.32, 0.31, 0.33, 0.33, -0.16]}

=====

ii | {"formula": "C5H6S", "method": "ωB97M-V with the def2-TZVPD basis set", "charge": 0, "smiles": "CC1=C[C@H]1C=S", "homo_ev": -8.46, "spin_multiplicity": 1, "species": ["C", "C", "C", "C", "C", "S", "H", "H", "H", "H", "H", "H"], "positions_angstrom": [[-1.0307, -0.0513, 0.4049], [0.1122, 0.2059, 1.4980], [-2.2842, 0.6917, 0.0606], [0.3914, 0.4739, 0.2707], [1.4910, 0.0404, -0.6720], [-3.6403, -0.1609, -0.2749], [-1.2063, -1.2149, 0.2356], [0.1438, 0.5093, 2.5528], [-2.3028, 1.7008, 0.2726], [0.9484, -0.5486, -1.3826], [2.0908, 0.8372, -1.0932], [2.0527, -0.6541, -0.0976]], "mulliken_charge": [-0.09, -0.52, -0.30, 0.29, -1.04, -0.26, 0.25, 0.33, 0.37, 0.34, 0.32, 0.30]}

=====

iii | {"formula": "C5H6S", "method": "ωB97M-V with the def2-TZVPD basis set", "charge": 0, "smiles": "C1=C[C@H]2C[C@H]2S1", "homo_ev": -8.43, "spin_multiplicity": 1, "species": ["C", "C", "C", "C", "C", "H", "H", "H", "H", "H", "H", "S"], "positions_angstrom": [[0.8799, -0.9336, 0.5945], [-0.1842, -1.0910, -0.3901], [-1.4135, 1.0935, 0.1552], [-0.1802, 1.2632, -0.2622], [0.7611, 0.1133, -0.5552], [0.8767, -0.2147, 1.6408], [1.7512, -1.6279, 0.4598], [0.0303, -1.8734, -1.0663], [-2.3774, 1.4527, 0.5046], [0.3509, 2.2374, 0.2005], [1.5264, 0.3395, -1.1919], [-2.0212, -0.7592, -0.0897]], "mulliken_charge": [-0.44, -0.33, -0.03, -0.67, -0.19, 0.22, 0.26, 0.35, 0.38, 0.20, 0.46, -0.20]}

=====

iv | {"formula": "C5H6S", "method": "ωB97M-V with the def2-TZVPD basis set", "charge": 0, "smiles": "C#CC(=C)SC", "homo_ev": -8.32, "spin_multiplicity": 1, "species": ["C", "C", "C", "C", "C", "H", "H", "H", "H", "H", "H", "S"], "positions_angstrom": [[0.0955, -0.2815, 2.0003], [-0.1088, 0.3764, -0.7139], [-0.5345, 1.1455, -1.8001], [-0.3361, -1.0412, -0.8185], [-0.3775, -2.2664, -0.9258], [0.3049, 0.3512, 2.9933], [0.7892, -1.2492, 2.0340], [-1.0018, -0.5018, 2.1077], [-0.8044, 0.6564, -2.7472], [-0.5000, 2.2586, -1.7715], [-0.4131, -3.3269, -0.9085], [0.5746, 0.8884, 0.7400]], "mulliken_charge": [-0.80, 0.26, -0.83, -0.58, 0.17, 0.28, 0.26, 0.33, 0.28, 0.26, 0.43, -0.07]}

=====

The structure with the least stability is ii.

=====

i | {"formula": "CBr2S3", "method": "ωB97M-V with the def2-TZVPD basis set", "charge": 0, "homo_ev": -9.20, "spin_multiplicity": 1, "species": ["C", "S", "S", "S", "Br", "Br"], "positions_angstrom": [[-1.7287, 0.2176, 1.2500], [-1.2178, -0.7095, 2.3852], [1.0427, -0.5386, -0.8235], [-2.3283, 1.1945, 0.1065], [1.8116, 1.4207, -0.5953], [2.4206, -1.5847, -2.3229]], "mulliken_charge": [0.33, -0.20, 0.11, -0.14, 0.03, -0.14]}

=====

ii | {"formula": "CBr2S3", "method": "ωB97M-V with the def2-TZVPD basis set", "charge": 0, "homo_ev": -9.12, "spin_multiplicity": 1, "species": ["C", "S", "S", "S", "Br", "Br"], "positions_angstrom": [[0.9597, -1.5453, 0.0617], [1.3772, -1.3145, 1.5242], [-2.1262, 1.2743, 0.6132], [0.5134, -1.9516, -1.3409], [-3.0671, -0.6073, 0.0850], [-3.1268, 2.6909, -0.6162]], "mulliken_charge": [0.53, -0.27, 0.05, -0.26, -0.02, -0.03]}

=====

The structure with the least stability is i.

=====

i | {"formula": "C2H6ClN", "method": "ωB97M-V with the def2-TZVPD basis set", "charge": 0, "smiles": "C[C@@H](N)Cl", "homo_ev": -9.66, "spin_multiplicity": 1, "species": ["C", "C", "N", "Cl", "H", "H", "H", "H", "H", "H"], "positions_angstrom": [[-0.5601, -0.7365, 0.6599], [0.1199, 0.5903, 0.2030], [1.0954, 0.2866, -0.8062], [-1.2460, 1.5504, -0.7153], [-0.2184, -0.9728, 1.7185], [-0.2852, -1.4636, 0.0031], [-1.6157, -0.5472, 0.6101], [0.5047, 1.4195, 0.9338], [0.9669, 0.6325, -1.6864], [1.2385, -0.7592, -0.9206]], "mulliken_charge": [-1.20, 0.33, -0.59, -0.30, 0.24, 0.41, 0.36, 0.29, 0.23, 0.23]}

=====

ii | {"formula": "C2H6ClN", "method": "ωB97M-V with the def2-TZVPD basis set", "charge": 0, "homo_ev": -9.23, "spin_multiplicity": 1, "species": ["C", "C", "N", "Cl", "H", "H", "H", "H", "H", "H"], "positions_angstrom": [[-0.2365, 1.0709, -0.2440], [0.4105, 0.0477, 0.6540], [-0.4390, -1.7295, -0.0497], [2.1115, 0.0139, 0.6448], [-0.0729, 2.0702, 0.2215], [-1.2350, 0.8212, -0.1827], [0.1594, 1.2393, -1.3000], [-0.0763, 0.0136, 1.5722], [-0.9670, -1.2821, -0.8934], [0.3453, -2.2653, -0.4227]], "mulliken_charge": [-1.17, 0.24, -0.65, -0.15, 0.33, 0.39, 0.28, 0.30, 0.21, 0.22]}

=====

The structure with the least stability is ii.